# 1
ORCA calculation (ωB97M-V/def2-TZVPD) on a structure of composition C2H6CoFN2O4 in a non-equilibrium geometry.

```
! wB97M-V def2-TZVPD RIJCOSX def2/J DEFGRID3
* xyz 1 4
Co -26.98 21.22 -2.40
F -25.42 21.16 -2.54
C -24.60 22.19 -4.67
N -23.83 21.30 -5.56
O -22.62 21.31 -5.42
O -24.40 20.62 -6.44
H -25.66 21.99 -4.50
H -24.67 23.22 -5.02
H -24.02 22.24 -3.75
C -23.42 20.47 -1.74
N -22.43 20.01 -0.71
O -21.23 20.05 -1.04
O -22.82 19.72 0.43
H -24.41 20.04 -1.57
H -23.06 20.04 -2.67
H -23.46 21.56 -1.75
*
```

Results
HOMO energy (spin up / spin down): -13.8 / -13.8 eV
Lowest unoccupied orbital energy (spin up / spin down): -8.496 / -9.384 eV
Frontier orbital gap (spin up / spin down): 5.30 / 4.39 eV
<S²>: 3.757

# 2
ORCA calculation (ωB97M-V/def2-TZVPD) on a structure of composition C4H4ClNOS in a non-equilibrium geometry.

```
! wB97M-V def2-TZVPD RIJCOSX def2/J DEFGRID3
* xyz 0 1
C 0.98 1.45 0.53
C -0.38 1.52 0.10
C 0.44 -0.26 -0.29
C -0.19 -1.30 0.57
N 1.64 0.38 0.27
O 0.44 -0.56 -1.54
S 0.68 2.97 -0.09
Cl -1.79 -1.57 -0.25
H -1.32 1.55 0.79
H -0.42 -0.97 1.54
H 0.21 -2.26 0.32
H -0.30 -0.96 -1.95
*
```

Results
HOMO energy: -8.3 eV
Energy relative to the best compared isomer or geometry (same formula, charge and spin): 127.8 kcal/mol
Lowest unoccupied orbital energy: -0.129 eV
Frontier orbital gap: 8.21 eV

# 3
ORCA calculation (ωB97M-V/def2-TZVPD) on an isolated molecule of C3N2O3 in a non-equilibrium geometry.

```
! wB97M-V def2-TZVPD RIJCOSX def2/J DEFGRID3
* xyz 0 1
C -2.06 0.44 0.00
C 2.19 0.32 -0.03
C -0.02 -0.70 0.07
N -0.84 0.41 0.06
N 1.31 -0.38 0.33
O -3.18 0.58 0.06
O 3.04 1.08 -0.25
O -0.46 -1.76 -0.25
*
```

Results
HOMO energy: -11.2 eV
Energy relative to the best compared isomer or geometry (same formula, charge and spin): 0.0 kcal/mol
Lowest unoccupied orbital energy: 0.176 eV
Frontier orbital gap: 11.42 eV
SMILES string: O=C=NC(=O)N=C=O

# 4
ORCA calculation (ωB97M-V/def2-TZVPD) on a structure of composition C45H95Be2F6N7O13S4 in a non-equilibrium geometry.

```
! wB97M-V def2-TZVPD RIJCOSX def2/J DEFGRID3
* xyz 0 1
Be 0.19 -1.27 0.08
Be -1.88 2.29 -0.02
F -0.21 0.99 1.25
F -1.20 0.15 -1.44
N -0.76 4.44 -0.20
S -0.49 5.80 0.90
O -0.58 7.13 0.38
O 0.61 5.61 1.94
F -1.77 5.60 1.77
S 0.03 4.93 -1.35
O 1.47 4.90 -1.33
O -0.54 5.97 -2.15
F -0.38 3.59 -2.23
N -0.72 -2.46 1.96
S -0.26 -2.16 3.56
O 0.54 -3.01 4.43
O -1.07 -1.16 4.17
F 0.99 -1.24 2.98
S -2.03 -3.14 2.32
O -3.16 -2.39 2.77
O -1.72 -4.48 2.81
F -2.44 -3.35 0.75
C 4.22 -2.14 0.16
C 4.57 -0.66 -0.23
C 5.48 -0.77 -1.52
C 5.48 0.49 -2.42
C 4.14 0.98 -2.70
C 3.35 1.24 -1.39
N 3.38 0.10 -0.49
O 2.47 0.21 0.62
C 3.94 2.52 -0.86
C 1.89 1.59 -1.83
C 5.32 -0.05 0.98
H 3.68 -2.19 1.10
H 5.12 -2.71 0.42
H 3.65 -2.64 -0.62
H 6.54 -0.80 -1.29
H 5.20 -1.60 -2.16
H 6.01 0.23 -3.33
H 6.01 1.31 -1.94
H 3.73 0.23 -3.38
H 4.12 1.91 -3.28
H 4.95 2.45 -0.47
H 3.89 3.37 -1.55
H 3.38 2.91 -0.01
H 1.47 0.67 -2.24
H 1.36 1.97 -0.96
H 1.95 2.40 -2.55
H 6.02 -0.76 1.42
H 4.68 0.05 1.86
H 5.68 0.97 0.94
H 2.86 0.85 1.22
C -1.86 0.57 -4.80
C -2.94 -0.58 -5.31
C -2.13 -1.44 -6.28
C -2.76 -2.78 -6.58
C -3.27 -3.49 -5.27
C -3.88 -2.64 -4.10
N -3.08 -1.36 -4.09
O -3.56 -0.55 -3.12
C -5.43 -2.49 -4.31
C -3.55 -3.32 -2.78
C -4.17 0.12 -6.12
H -2.26 1.23 -4.02
H -1.40 1.35 -5.40
H -0.93 0.12 -4.47
H -2.01 -0.90 -7.21
H -1.12 -1.54 -5.89
H -1.95 -3.29 -7.09
H -3.62 -2.62 -7.23
H -2.60 -4.21 -4.80
H -4.07 -4.09 -5.71
H -5.89 -3.39 -3.90
H -5.96 -1.63 -3.89
H -5.58 -2.52 -5.39
H -4.00 -4.30 -2.64
H -2.47 -3.31 -2.62
H -3.93 -2.85 -1.87
H -4.95 0.06 -5.35
H -4.39 -0.48 -7.00
H -3.98 1.12 -6.49
H -2.75 -0.28 -2.68
C -0.06 -5.92 -1.42
C 0.97 -4.91 -0.86
C 2.39 -5.42 -1.07
C 3.01 -5.48 -2.45
C 3.10 -4.05 -3.02
C 1.69 -3.34 -2.89
N 0.98 -3.62 -1.61
O -0.26 -3.17 -1.43
C 1.91 -1.82 -3.01
C 0.77 -3.74 -4.12
C 0.75 -4.83 0.63
H 0.09 -5.93 -2.50
H -1.03 -5.45 -1.24
H -0.01 -6.88 -0.91
H 3.10 -4.83 -0.48
H 2.51 -6.45 -0.72
H 2.45 -6.12 -3.14
H 3.99 -5.95 -2.35
H 3.31 -4.19 -4.08
H 3.86 -3.36 -2.66
H 2.41 -1.56 -3.94
H 0.93 -1.35 -3.06
H 2.44 -1.36 -2.17
H 0.67 -4.81 -4.32
H -0.15 -3.16 -4.20
H 1.22 -3.36 -5.03
H 1.26 -5.70 1.05
H -0.33 -4.77 0.80
H 1.15 -3.89 1.02
H -0.85 -3.90 -1.65
C 2.23 0.67 5.33
C 1.85 2.20 5.05
C 2.00 3.13 6.32
C 3.30 3.48 6.91
C 4.28 3.85 5.79
C 4.26 3.05 4.45
N 2.92 2.69 4.01
O 2.81 1.97 2.87
C 4.98 4.01 3.40
C 5.19 1.91 4.59
C 0.40 2.28 4.58
H 2.42 0.11 4.42
H 1.37 0.21 5.83
H 3.18 0.50 5.82
H 1.61 4.13 6.10
H 1.39 2.74 7.13
H 3.60 2.55 7.41
H 3.22 4.29 7.63
H 5.29 3.67 6.17
H 4.17 4.91 5.57
H 5.41 3.44 2.57
H 4.33 4.83 3.11
H 5.89 4.45 3.82
H 5.41 1.35 5.50
H 4.92 1.16 3.86
H 6.16 2.29 4.26
H -0.18 2.55 5.46
H 0.22 1.48 3.86
H 0.11 3.10 3.93
H 1.99 2.34 2.55
C -4.73 1.63 -0.59
C -5.28 1.93 0.83
C -5.74 0.45 1.39
C -5.72 0.29 2.97
C -4.41 0.84 3.53
C -4.10 2.32 3.06
N -4.18 2.43 1.62
O -3.82 3.74 1.18
C -4.95 3.41 3.82
C -2.65 2.61 3.41
C -6.64 2.81 0.70
H -3.93 0.89 -0.60
H -4.28 2.57 -0.91
H -5.47 1.31 -1.33
H -6.73 0.14 1.07
H -5.15 -0.37 0.98
H -5.99 -0.73 3.25
H -6.45 0.88 3.52
H -3.54 0.27 3.19
H -4.33 0.85 4.62
H -4.34 4.01 4.49
H -5.33 4.11 3.08
H -5.83 3.06 4.35
H -2.18 3.59 3.39
H -2.57 2.29 4.45
H -1.98 1.90 2.92
H -7.40 2.47 1.40
H -7.01 2.65 -0.31
H -6.64 3.89 0.85
H -4.32 4.38 1.69
*
```

Results
HOMO energy: -7.5 eV
Energy relative to the best compared isomer or geometry (same formula, charge and spin): 0.0 kcal/mol
Lowest unoccupied orbital energy: -3.314 eV
Frontier orbital gap: 4.22 eV

# 5
ORCA calculation (ωB97M-V/def2-TZVPD) on a structure of composition C22H27AlNO3P2 in a non-equilibrium geometry.

```
! wB97M-V def2-TZVPD RIJCOSX def2/J DEFGRID3
* xyz 1 1
C -1.61 3.12 -3.69
C -1.47 1.80 -3.27
C -0.19 1.36 -2.88
C 0.92 2.25 -2.78
C 0.64 3.63 -2.93
C -0.58 4.04 -3.46
C 2.17 1.66 -2.49
C 2.37 0.32 -2.91
C 1.21 -0.50 -2.99
C 1.29 -1.87 -3.30
C 2.54 -2.38 -3.66
C 3.70 -1.62 -3.51
C 3.64 -0.30 -3.09
H -2.55 3.43 -4.15
H 1.43 4.35 -2.69
H -0.77 5.09 -3.70
H 3.01 2.28 -2.23
H 2.59 -3.42 -4.01
H 4.66 -2.09 -3.73
H 4.54 0.30 -2.93
N 0.05 0.05 -2.45
Al -0.66 -0.56 -0.77
C -2.68 0.89 -3.10
H -2.59 -0.04 -3.69
H -3.61 1.41 -3.37
C 0.08 -2.78 -3.14
H -0.75 -2.45 -3.79
H 0.35 -3.81 -3.37
P -2.79 0.42 -1.32
P -0.55 -2.80 -1.41
C 0.82 -3.62 -0.55
H 0.78 -3.34 0.51
H 0.70 -4.70 -0.67
H 1.78 -3.28 -0.96
C -1.93 -3.95 -1.26
H -1.54 -4.98 -1.29
H -2.41 -3.77 -0.29
H -2.66 -3.77 -2.05
C -2.88 2.06 -0.54
H -3.75 2.61 -0.92
H -2.96 1.93 0.55
H -1.97 2.63 -0.75
C -4.37 -0.35 -0.90
H -4.34 -0.60 0.17
H -5.21 0.33 -1.09
H -4.50 -1.28 -1.47
C 1.77 0.53 -0.06
O 1.52 -0.67 -0.39
H 2.67 1.11 -0.35
C 0.50 1.64 3.15
O 1.19 1.82 1.87
C 0.80 1.10 0.86
O -0.41 0.59 0.78
H 0.45 0.57 3.40
H -0.49 2.10 3.10
H 1.13 2.16 3.87
*
```

Results
HOMO energy (spin up / spin down): -9.6 / -8.8 eV
Energy relative to the best compared isomer or geometry (same formula, charge and spin): 6.9 kcal/mol
Lowest unoccupied orbital energy (spin up / spin down): -3.137 / -2.908 eV
Frontier orbital gap (spin up / spin down): 6.51 / 5.87 eV

# 6
ORCA calculation (ωB97M-V/def2-TZVPD) on a cluster of 3 separate species, CH5O4 in total in a non-equilibrium geometry.

```
! wB97M-V def2-TZVPD RIJCOSX def2/J DEFGRID3
* xyz -1 1
O 1.61 -0.67 -0.85
C 2.06 0.39 -0.35
O 1.45 1.37 0.13
H 3.16 0.55 -0.48
H -0.04 -1.19 -1.64
H -1.34 -1.20 -0.86
O -0.93 -1.61 -1.63
H -2.59 0.99 1.43
H -1.22 0.78 2.06
O -2.16 0.59 2.19
*
```

Results
HOMO energy: -4.5 eV
Energy relative to the best compared isomer or geometry (same formula, charge and spin): 12.6 kcal/mol
Lowest unoccupied orbital energy: 3.842 eV
Frontier orbital gap: 8.34 eV

# 7
ORCA calculation (ωB97M-V/def2-TZVPD) on a cluster of 9 separate species, C42H68F10N11O20S10 in total in a non-equilibrium geometry.

```
! wB97M-V def2-TZVPD RIJCOSX def2/J DEFGRID3
* xyz 1 1
C -10.77 3.47 -2.68
N -9.59 2.55 -2.30
C -8.62 3.00 -1.48
C -7.56 2.15 -1.05
C -7.78 0.75 -1.14
C -8.83 0.30 -1.96
C -9.73 1.23 -2.51
C -6.81 -0.24 -0.55
C -5.45 0.06 -0.34
C -4.58 -0.84 0.16
N -4.94 -2.16 0.22
C -6.16 -2.61 -0.03
C -7.09 -1.66 -0.43
C -4.02 -3.17 0.76
H -11.02 3.24 -3.72
H -10.69 4.55 -2.77
H -11.49 3.20 -1.91
H -8.67 4.04 -1.18
H -6.78 2.57 -0.44
H -9.04 -0.74 -2.19
H -10.48 0.85 -3.18
H -5.00 1.00 -0.61
H -3.56 -0.57 0.40
H -6.41 -3.64 0.16
H -8.16 -1.73 -0.58
H -4.55 -3.76 1.50
H -3.26 -2.56 1.25
H -3.77 -3.81 -0.08
C 4.38 0.66 -1.74
N 4.60 1.26 -0.43
C 3.49 1.45 0.31
C 3.57 2.05 1.52
C 4.76 2.20 2.15
C 5.90 1.96 1.37
C 5.83 1.49 0.08
C 4.87 2.77 3.50
C 4.03 2.39 4.50
C 4.18 2.88 5.75
N 5.29 3.62 6.07
C 6.06 4.21 5.11
C 5.89 3.72 3.76
C 5.59 3.71 7.46
H 3.51 1.08 -2.24
H 4.31 -0.43 -1.66
H 5.34 0.82 -2.24
H 2.52 1.26 -0.12
H 2.63 2.28 1.99
H 6.88 2.15 1.79
H 6.69 1.32 -0.55
H 3.23 1.67 4.44
H 3.56 2.45 6.53
H 6.94 4.80 5.29
H 6.54 4.15 3.02
H 4.72 4.06 8.02
H 6.47 4.33 7.68
H 5.74 2.71 7.85
C 2.27 4.01 -2.43
C 1.34 3.39 -3.38
C -0.08 3.35 -2.81
N -1.11 2.70 -3.89
C -1.36 3.48 -5.22
C -2.04 4.81 -4.89
C -3.41 4.55 -4.22
C -3.33 3.76 -2.89
C -2.53 2.53 -3.20
C -0.70 1.24 -4.22
H 2.89 3.43 -1.75
H 1.64 4.69 -1.87
H 2.97 4.64 -2.99
H 1.70 2.40 -3.66
H 1.29 3.97 -4.29
H -0.48 4.33 -2.53
H -0.20 2.69 -1.95
H -0.37 3.65 -5.65
H -1.99 2.85 -5.85
H -1.44 5.46 -4.26
H -2.10 5.34 -5.84
H -4.00 5.44 -4.02
H -3.99 3.94 -4.92
H -2.88 4.24 -2.02
H -4.32 3.54 -2.49
H -2.44 1.92 -2.30
H -3.16 1.93 -3.86
H -0.17 0.89 -3.33
H 0.03 1.25 -5.03
H -1.59 0.69 -4.54
C 5.26 -2.53 5.62
C 5.17 -2.97 4.11
C 3.72 -3.47 3.86
N 3.27 -3.45 2.29
C 4.12 -4.36 1.40
C 3.71 -5.82 1.40
C 2.18 -6.14 1.45
C 1.50 -5.33 2.61
C 1.80 -3.82 2.36
C 3.30 -2.01 1.70
H 6.27 -2.15 5.75
H 5.07 -3.31 6.36
H 4.62 -1.70 5.92
H 5.80 -3.81 3.81
H 5.44 -2.10 3.52
H 2.99 -2.87 4.42
H 3.58 -4.46 4.30
H 5.18 -4.14 1.57
H 3.96 -3.99 0.39
H 4.13 -6.46 2.17
H 3.96 -6.37 0.49
H 1.95 -7.19 1.63
H 1.71 -5.98 0.48
H 1.53 -5.58 3.67
H 0.43 -5.47 2.46
H 1.42 -3.11 3.10
H 1.42 -3.49 1.39
H 2.92 -2.16 0.69
H 4.33 -1.67 1.77
H 2.75 -1.36 2.39
N -2.84 -5.64 -1.95
S -1.37 -5.33 -1.01
O -0.15 -5.96 -1.60
O -1.30 -5.20 0.41
F -1.22 -3.76 -1.37
S -3.07 -6.97 -1.25
O -3.78 -6.69 0.00
O -2.08 -8.09 -1.29
F -4.19 -7.41 -2.37
N -4.07 3.06 0.74
S -4.38 4.76 0.72
O -4.45 5.46 -0.54
O -4.15 5.57 1.89
F -5.89 4.23 0.93
S -2.66 3.13 1.05
O -2.36 3.35 2.39
O -1.82 3.67 0.02
F -2.34 1.60 0.83
N 0.98 1.57 5.26
S 0.05 0.92 4.31
O -1.37 1.13 4.45
O 0.51 -0.33 3.72
F 0.43 2.02 3.13
S 0.97 0.32 6.40
O 2.25 -0.43 6.40
O -0.25 -0.39 6.75
F 1.14 1.37 7.67
N 3.88 -4.54 -6.00
S 3.45 -3.16 -5.63
O 2.04 -2.83 -5.99
O 4.32 -2.00 -5.36
F 3.15 -3.57 -4.10
S 4.63 -4.02 -7.45
O 6.09 -3.76 -7.41
O 3.84 -3.28 -8.47
F 4.51 -5.51 -8.18
N 1.21 -0.32 -1.32
S -0.16 -0.52 -0.61
O -0.22 -1.57 0.41
O -1.33 -0.03 -1.27
F 0.09 0.75 0.49
S 1.14 -1.71 -2.22
O 0.09 -1.84 -3.24
O 1.60 -2.97 -1.53
F 2.48 -1.43 -3.11
*
```

Results
HOMO energy: -9.1 eV
Lowest unoccupied orbital energy: -5.245 eV
Frontier orbital gap: 3.81 eV

# 8
ORCA calculation (ωB97M-V/def2-TZVPD) on a cluster of 2 separate species, C9H17N3O in total in a non-equilibrium geometry.

```
! wB97M-V def2-TZVPD RIJCOSX def2/J DEFGRID3
* xyz 0 1
C -0.05 0.70 3.94
C 1.68 1.52 2.25
C 0.41 1.21 2.65
C 0.11 2.51 0.90
N 1.49 2.37 1.14
N -0.48 1.76 1.76
H 2.60 1.18 2.72
H 2.30 2.82 0.72
H -0.05 1.72 4.49
H 0.51 0.02 4.57
H -0.30 3.00 0.06
H -1.08 0.42 4.01
C -1.50 -0.92 -1.18
C -0.98 -1.27 0.34
C -0.97 -2.43 -3.05
C 1.12 0.42 -1.62
C 0.48 -0.58 -2.62
O 1.11 -0.91 -3.60
N -0.53 -1.42 -2.17
H -2.40 -1.47 -1.30
H -1.81 0.09 -1.34
H -1.19 -2.35 0.46
H -0.96 -0.31 0.97
H -0.53 -2.28 -4.07
H 0.87 1.47 -1.84
H 0.14 -1.57 0.23
H -0.82 -3.48 -2.88
H -2.08 -2.52 -3.29
H 0.74 0.13 -0.64
H 2.19 0.14 -1.59
*
```

Results
HOMO energy: -8.7 eV
Energy relative to the best compared isomer or geometry (same formula, charge and spin): 50.7 kcal/mol
Lowest unoccupied orbital energy: 0.714 eV
Frontier orbital gap: 9.44 eV
SMILES string: CCN(C)C(C)=O.Cc1c[nH]cn1

# 9
ORCA calculation (ωB97M-V/def2-TZVPD) on the ion C8H7N2 with charge +1 in a non-equilibrium geometry.

```
! wB97M-V def2-TZVPD RIJCOSX def2/J DEFGRID3
* xyz 1 1
C 3.69 -0.74 -0.01
C 2.69 -1.50 -0.05
C 0.20 -1.66 -0.09
C -0.68 -0.57 -0.05
C 1.35 0.51 -0.03
C 3.78 0.62 0.02
C 2.55 1.20 0.06
C -2.18 -0.75 0.05
N 1.46 -1.23 -0.05
N -0.01 0.65 0.00
H -0.29 -2.65 -0.08
H 4.68 1.16 0.09
H 2.61 2.37 0.08
H -2.79 0.07 0.54
H -2.60 -0.87 -0.88
H -2.29 -1.69 0.67
H -0.49 1.55 0.24
*
```

Results
HOMO energy (spin up / spin down): -13.3 / -13.3 eV
Energy relative to the best compared isomer or geometry (same formula, charge and spin): 78.8 kcal/mol
Lowest unoccupied orbital energy (spin up / spin down): -4.960 / -4.959 eV
Frontier orbital gap (spin up / spin down): 8.31 / 8.31 eV
SMILES string: Cc1cn2c#cccc2[nH+]1